Entry 1:
C29H43IN7OPPt | ωB97M-V with the def2-TZVPD basis set

Structure (XYZ):
```
83
C29H43IN7OPPt ωB97M-V with the def2-TZVPD basis set
Pt 0.9289 -1.6862 1.2587
C -2.0691 0.6402 5.5702
C -0.9250 0.9398 4.8447
C -0.5900 0.1720 3.7400
C -1.3985 -0.8897 3.3700
C -2.5331 -1.2155 4.1074
C -2.8638 -0.4420 5.2046
N -1.0313 -1.6517 2.2111
N -1.8111 -2.5167 1.8090
C -1.3493 -3.2995 0.7628
C -2.1528 -4.2883 0.2086
C -1.6413 -5.0774 -0.8072
C -0.3389 -4.8789 -1.2555
C 0.4590 -3.8653 -0.7166
C -0.0682 -3.0760 0.2778
H -2.3445 1.2488 6.4212
H -0.2970 1.7709 5.1379
H 0.2853 0.3999 3.1510
H -3.1335 -2.0661 3.8157
H -3.7420 -0.6884 5.7862
H -3.1587 -4.4226 0.5863
H -2.2532 -5.8522 -1.2479
H 0.0658 -5.5143 -2.0327
H 1.4604 -3.6993 -1.0915
N 1.0382 -0.4889 -0.1092
P 0.3975 0.6511 -1.0873
N 0.4981 2.1499 -0.4469
C -0.0576 2.3484 0.9033
C -0.4809 3.7970 1.0898
C 0.7288 4.7451 0.9231
C 1.9234 4.0361 0.2764
C 1.4857 3.1620 -0.8888
N -1.2023 0.4468 -1.3555
C -1.7343 -0.8913 -1.6556
C -2.4635 -0.9062 -2.9946
C -3.5477 0.1686 -3.0274
C -2.9611 1.5350 -2.6846
C -2.2385 1.4908 -1.3432
N 1.2568 0.5806 -2.4561
C 0.8152 1.3403 -3.6468
C 1.9821 1.5014 -4.6271
C 3.3044 1.7051 -3.8913
C 3.6469 0.4779 -3.0186
C 2.3884 -0.3314 -2.7011
H 0.6962 2.0942 1.6600
H -0.9009 1.6680 1.0401
H -0.9274 3.9055 2.0792
H -1.2573 4.0394 0.3625
H 1.0291 5.1464 1.8909
H 0.4428 5.5975 0.3062
H 2.4540 3.4287 1.0145
H 2.6351 4.7705 -0.1002
H 2.3431 2.6676 -1.3403
H 1.0298 3.7985 -1.6545
H -2.4348 -1.1799 -0.8618
H -0.9107 -1.6023 -1.6602
H -2.9016 -1.8950 -3.1454
H -1.7415 -0.7378 -3.7987
H -4.3309 -0.0832 -2.3046
H -4.0140 0.1987 -4.0122
H -3.7489 2.2884 -2.6377
H -2.2523 1.8423 -3.4588
H -2.9607 1.2607 -0.5499
H -1.7768 2.4482 -1.1252
H 0.4476 2.3174 -3.3273
H -0.0120 0.8217 -4.1394
H 1.7689 2.3476 -5.2795
H 2.0531 0.6177 -5.2642
H 3.2288 2.6008 -3.2724
H 4.1015 1.8868 -4.6103
H 4.1155 0.8027 -2.0871
H 4.3557 -0.1729 -3.5333
H 2.5383 -0.9575 -1.8250
H 2.1321 -0.9832 -3.5397
N 2.4270 -4.3545 4.2258
C 1.9844 -3.2356 3.6871
O 1.3083 -3.2725 2.6354
C 2.2872 -1.9466 4.4013
I 2.9168 -0.4909 2.9919
H 2.2169 -5.2325 3.7724
H 2.9433 -4.3737 5.0899
H 3.0627 -2.0390 5.1543
H 1.3739 -1.5521 4.8461
```

E	-2347.2207	Eh
relative energy (zero: lowest compared OMol25 entry of this formula, charge and spin)	55.0	kcal/mol
Kohn-Sham gap (alpha / beta)	6.52 / 6.33	eV
net charge	+2
multiplicity	1
HOMO (alpha / beta)	-0.504 / -0.498	hartree

Atomic partial charges in e from the Mulliken method, atoms 1 to 2:
1 Pt 2.373
2 C -0.574

***

Entry 2:
C29H43N2O2OsP2 | ωB97M-V with the def2-TZVPD basis set

Structure (XYZ):
```
79
C29H43N2O2OsP2 ωB97M-V with the def2-TZVPD basis set
Os 0.9073 -0.4644 1.2594
C 3.4539 -0.3453 3.9312
C 2.8130 -1.0050 2.7732
C 1.7682 -1.9420 2.9300
C 1.3415 -2.7413 1.8581
C 0.4848 -3.9402 2.0914
C 1.8696 -2.4451 0.5615
C 2.8690 -1.4771 0.3389
C 3.6636 -1.4358 -0.9242
C 3.1904 -0.6561 1.4398
H 3.0576 0.6668 4.0558
H 4.5261 -0.2467 3.7513
H 3.2836 -0.9016 4.8506
H 1.3820 -2.1433 3.9223
H -0.2279 -4.1107 1.2932
H -0.0312 -3.8891 3.0480
H 1.1478 -4.8112 2.1162
H 1.5869 -3.0685 -0.2738
H 3.1573 -1.9282 -1.7510
H 4.5826 -1.9959 -0.7234
H 3.9533 -0.4290 -1.2113
H 3.9097 0.1427 1.3066
C -2.2554 -1.9780 1.0900
P -1.0584 -1.2816 -0.0726
C -1.8337 0.2871 -0.5804
N -3.1289 0.2516 -0.7963
C -3.7303 1.3979 -1.1710
C -5.1207 1.4152 -1.4319
C -5.7093 2.5809 -1.8221
C -4.9522 3.7775 -1.9622
C -3.6141 3.7977 -1.7047
C -2.9693 2.6043 -1.3025
N -1.6532 2.6157 -1.0134
C -1.0971 1.4752 -0.6658
P 0.6221 1.5455 -0.1008
C 0.6043 3.0172 0.9606
C 1.7487 2.0005 -1.5070
C 1.7519 0.8892 -2.5512
C 1.2546 3.2848 -2.1935
C 3.1414 2.2620 -0.9186
C -1.0631 -2.4389 -1.5675
C -0.0365 -1.9913 -2.5987
C -2.4668 -2.3377 -2.1954
C -0.8458 -3.9072 -1.1871
H -2.0668 -3.0292 1.2866
H -3.2309 -1.8713 0.6121
H -2.2674 -1.4171 2.0193
H -5.6835 0.4982 -1.3238
H -6.7704 2.6038 -2.0310
H -5.4551 4.6824 -2.2754
H -3.0237 4.6990 -1.7972
H 0.4909 3.8792 0.3067
H 1.5183 3.1123 1.5413
H -0.2641 3.0062 1.6171
H 0.8084 0.8758 -3.0969
H 1.9194 -0.0948 -2.1234
H 2.5413 1.0843 -3.2790
H 0.2720 3.1637 -2.6432
H 1.9648 3.5042 -2.9938
H 1.2405 4.1523 -1.5379
H 3.4932 1.4549 -0.2752
H 3.1676 3.1879 -0.3439
H 3.8558 2.3691 -1.7363
H -0.2072 -0.9634 -2.9124
H -0.1350 -2.6228 -3.4828
H 0.9899 -2.0887 -2.2415
H -2.6825 -1.3502 -2.5921
H -3.2641 -2.6289 -1.5138
H -2.4771 -3.0402 -3.0308
H 0.1430 -4.1376 -0.7992
H -0.9521 -4.4903 -2.1034
H -1.6021 -4.2797 -0.4961
C -0.6264 1.7344 4.2155
C -0.0744 0.9777 3.0798
O 1.1671 0.9586 2.7699
O -0.7738 0.2550 2.2915
H -0.0122 2.6080 4.4263
H -0.6228 1.0901 5.0997
H -1.6579 2.0166 4.0112
```

E	-2163.3297	Eh
relative energy (zero: lowest compared OMol25 entry of this formula, charge and spin)	3.7	kcal/mol
Kohn-Sham gap	5.74	eV
net charge	+3
multiplicity	1
HOMO	-0.609	hartree

Atomic partial charges in e from the Mulliken method, atoms 1 to 2:
1 Os 3.419
2 C -1.582

***

Entry 3:
C29H44Br57O2P | ωB97M-V with the def2-TZVPD basis set

Structure (XYZ):
```
133
C29H44Br57O2P ωB97M-V with the def2-TZVPD basis set
C 3.1301 1.9901 1.0024
C 3.8491 1.2916 -0.1595
C 3.1780 1.4151 -1.5617
P 1.4962 2.2600 -1.6178
C 0.5804 0.5594 -1.6237
C -0.9115 0.8745 -1.3377
O -1.2381 0.5414 0.0040
C -1.7100 1.6722 0.6928
C -3.0579 2.2048 0.1527
C 2.2962 3.9876 -1.6577
C 1.3721 5.1463 -1.2613
C 2.2719 6.4038 -1.0642
O 0.6861 4.9548 -0.0477
H 2.1408 1.5773 1.1842
H 3.0783 3.0699 0.8989
H 3.7042 1.8170 1.9082
H 3.9490 0.2371 0.0722
H 4.8401 1.7348 -0.2522
H 3.8434 1.9364 -2.2524
H 3.0450 0.4246 -1.9811
H 0.7983 2.5405 -0.4140
H 0.8059 2.5243 -2.8546
H 0.6218 0.1323 -2.6282
H 0.9751 -0.1257 -0.8750
H -1.5088 0.2413 -1.9886
H -1.0747 1.9351 -1.5370
H -1.8961 1.3555 1.7090
H -0.9764 2.4777 0.7567
H -3.5105 1.5336 -0.5687
H -3.7560 2.4376 0.9490
H -2.8573 3.1393 -0.3724
H 3.2425 4.0007 -1.1183
H 2.5762 4.1665 -2.7026
H 0.6802 5.4211 -2.0494
H 1.7056 7.1676 -0.5438
H 3.1001 6.0757 -0.4354
H 2.6942 6.7622 -1.9982
H 1.2733 4.6008 0.6076
C -2.6753 0.3482 5.0447
Br -4.1403 0.8053 6.2213
Br -3.2934 -0.2681 3.3291
Br -1.4217 1.7990 4.8643
H -2.1438 -0.4714 5.5036
C 6.9858 4.1663 -1.8408
Br 7.1939 2.6405 -3.0034
Br 5.7728 5.4583 -2.6040
Br 6.4702 3.6628 -0.0481
H 7.9500 4.6459 -1.7603
C 5.7304 -0.6175 4.3992
Br 6.1990 0.7502 3.1202
Br 7.2120 -1.0404 5.5634
Br 4.1482 -0.1453 5.3976
H 5.4994 -1.5125 3.8405
C 2.8330 2.0927 -6.1567
Br 1.1033 2.7563 -6.6912
Br 3.8992 3.4685 -5.3182
Br 2.6693 0.5379 -5.0249
H 3.3553 1.7862 -7.0505
C -4.4157 -3.5219 0.4979
Br -5.9050 -3.0797 1.6509
Br -5.0205 -4.2167 -1.1960
Br -3.1994 -2.0437 0.2921
H -3.8574 -4.3101 0.9829
C -7.7701 -5.3662 4.6822
Br -6.6477 -6.4433 3.5380
Br -8.9995 -4.2781 3.6684
Br -8.6893 -6.4433 5.9940
H -7.1209 -4.6924 5.2220
C 7.7191 -0.7746 -4.9526
Br 7.8196 -2.4305 -3.9623
Br 8.5575 -0.9272 -6.6848
Br 5.9004 -0.1390 -5.0901
H 8.2771 -0.0380 -4.3937
C 4.7030 0.2939 9.6292
Br 2.9123 0.7710 9.0907
Br 5.6437 1.7985 10.3880
Br 4.7087 -1.2268 10.8178
H 5.2356 0.0024 8.7356
C -4.4459 6.3413 4.7603
Br -5.8195 5.0766 4.2647
Br -3.6729 5.9291 6.4805
Br -3.1027 6.5171 3.3830
H -4.9260 7.3027 4.8596
C -7.8753 0.0578 4.8501
Br -7.5941 -1.5421 5.8926
Br -7.1391 -0.1053 3.0747
Br -9.7443 0.5531 4.7956
H -7.3406 0.8549 5.3471
C -5.4946 -8.4839 -1.8863
Br -3.6886 -8.8736 -2.4416
Br -5.5547 -7.8312 -0.0721
Br -6.3769 -7.2725 -3.1075
H -6.0433 -9.4125 -1.9094
C 10.3179 3.3705 2.1870
Br 10.3491 3.1793 0.2668
Br 9.5839 5.0737 2.7213
Br 9.4061 1.8926 3.0303
H 11.3417 3.3441 2.5266
C 0.7689 -2.1126 1.3347
Br 0.7438 -2.7869 -0.4751
Br -0.0755 -3.3381 2.5707
Br 2.5622 -1.6508 1.8925
H 0.1894 -1.1979 1.3430
C -2.5199 -8.5520 -6.7808
Br -1.9546 -7.1806 -8.0159
Br -1.0761 -9.1134 -5.6264
Br -4.0679 -8.0080 -5.7687
H -2.8082 -9.4096 -7.3696
C -3.3085 -7.2811 -11.6244
Br -3.2613 -7.4525 -13.5462
Br -3.9594 -5.5488 -11.0763
Br -4.3129 -8.7112 -10.8062
H -2.2919 -7.3657 -11.2713
C 4.2161 -4.3266 -3.7155
Br 4.2610 -4.4645 -5.6398
Br 3.6216 -2.5840 -3.1423
Br 3.1644 -5.7348 -2.9168
H 5.2297 -4.4464 -3.3644
C -1.8173 5.9894 -6.7122
Br -0.8785 5.2572 -5.1944
Br -0.8312 7.4322 -7.5317
Br -2.2697 4.6158 -7.9919
H -2.7441 6.4034 -6.3466
C -1.3109 -6.8640 4.0791
Br -1.2894 -6.9855 2.1528
Br -1.8522 -5.1080 4.6773
Br -2.4021 -8.2466 4.8675
H -0.2996 -7.0201 4.4222
C -8.9561 5.1441 7.4066
Br -7.8968 4.6866 8.9542
Br -8.1999 6.6333 6.4353
Br -9.2658 3.6114 6.2627
H -9.9231 5.4630 7.7637
```

E	-148341.7044	Eh
Kohn-Sham gap	7.11	eV
net charge	0
multiplicity	1
HOMO	-0.278	hartree

Atomic partial charges in e from the Mulliken method, atoms 1 to 2:
1 C -0.587
2 C 0.284

***

Entry 4:
C29H44NO2P3PtS | ωB97M-V with the def2-TZVPD basis set

Structure (XYZ):
```
81
C29H44NO2P3PtS ωB97M-V with the def2-TZVPD basis set
P -3.9117 -0.5135 -1.3790
C -5.0746 -0.7468 0.0359
H -6.0630 -1.0740 -0.3157
H -5.1563 0.2119 0.5647
H -4.6478 -1.4873 0.7258
C -5.1193 -0.1922 -2.7350
H -4.6505 -0.4714 -3.6886
H -5.3228 0.8856 -2.7496
H -6.0551 -0.7470 -2.5844
C -3.6175 -2.2944 -1.7380
H -4.5648 -2.8524 -1.8024
H -2.9799 -2.7102 -0.9441
H -3.0656 -2.3774 -2.6873
P 2.4843 -3.1202 -0.6583
C 2.3277 -2.9765 1.1475
H 3.0196 -3.6648 1.6574
H 1.2944 -3.1923 1.4514
H 2.5701 -1.9404 1.4249
C 1.9950 -4.8425 -1.0455
H 2.2653 -5.0794 -2.0806
H 0.9044 -4.8886 -0.9384
H 2.4750 -5.5508 -0.3557
C 4.2853 -3.0283 -0.9439
H 4.7911 -3.9106 -0.5209
H 4.6632 -2.1194 -0.4512
H 4.4999 -2.9586 -2.0191
P 2.3474 2.9693 -0.6175
C 2.6952 3.2759 1.1033
H 3.1517 4.2744 1.1734
H 3.3995 2.5133 1.4819
H 1.7635 3.2392 1.6951
C 3.5714 3.5005 -1.8015
H 3.4355 4.5807 -1.9520
H 3.4258 2.9752 -2.7592
H 4.5836 3.2919 -1.4281
C 0.7111 3.5180 -1.0896
H 0.8256 4.5263 -1.5255
H 0.0393 3.5741 -0.2163
H 0.2818 2.8383 -1.8434
Pt 0.9567 -1.5563 -2.2260
C -0.3835 -1.7978 -0.5905
O -0.8063 -2.9623 -0.4207
C 2.5277 1.1324 -0.6943
O 3.0408 0.1007 -0.4289
C 2.3864 -0.9992 -3.7762
C 1.4568 0.0503 -3.6056
C 0.0798 -0.2086 -3.7554
C -0.3816 -1.5256 -3.9130
C 0.5414 -2.6045 -3.9846
C 1.9475 -2.3356 -3.9182
H 3.4481 -0.7921 -3.6719
H 1.7798 1.0622 -3.3730
H -0.6429 0.5973 -3.6545
H -1.4489 -1.7304 -3.9142
H 0.1820 -3.6329 -3.9812
H 2.6414 -3.1798 -3.8785
N -0.5766 -0.7030 0.0814
S -2.4341 0.6462 2.5078
C -1.3418 -0.0100 3.7025
C -0.1675 -0.6594 3.2879
C 0.7485 -1.1024 4.2416
C 0.4608 -0.9531 5.6052
C -0.7490 -0.3797 6.0146
C -1.6615 0.0815 5.0667
C -2.0140 2.3612 2.4456
C -0.8503 2.8816 3.0307
C -0.5413 4.2329 2.8680
C -1.3956 5.0658 2.1414
C -2.5739 4.5555 1.5865
C -2.8931 3.2105 1.7410
H -0.1214 0.1134 -0.3407
H -0.0125 -0.7806 2.2177
H 1.6824 -1.5590 3.9116
H 1.1814 -1.2924 6.3520
H -0.9856 -0.2859 7.0757
H -2.6131 0.5332 5.3431
H -0.1994 2.2271 3.6122
H 0.3649 4.6359 3.3278
H -1.1455 6.1229 2.0157
H -3.2516 5.2089 1.0328
H -3.8130 2.7951 1.3274
```

E	-2876.5625	Eh
Kohn-Sham gap (alpha / beta)	7.26 / 4.60	eV
net charge	+4
multiplicity	5
HOMO (alpha / beta)	-0.680 / -0.678	hartree

Atomic partial charges in e from the Mulliken method, atoms 1 to 2:
1 P 0.828
2 C -1.131

***

Entry 5:
C29H45BLaO2P2 | ωB97M-V with the def2-TZVPD basis set

Structure (XYZ):
```
80
C29H45BLaO2P2 ωB97M-V with the def2-TZVPD basis set
La 0.4204 0.6996 1.6591
C 2.6414 0.1626 -0.1581
C 2.4140 1.5712 -0.1033
C 3.0715 0.8632 1.9947
C 3.0443 -0.2722 1.1341
C 2.6897 2.0077 1.2259
C 2.7650 -0.6689 -1.3830
H 2.3643 -0.1662 -2.2725
H 2.2502 -1.6341 -1.2783
H 3.8287 -0.8962 -1.5865
C 3.5306 -1.6406 1.4546
H 4.3952 -1.9217 0.8274
H 2.7497 -2.3971 1.2916
H 3.8418 -1.7119 2.5053
C 3.3967 0.8208 3.4463
H 4.3816 0.3544 3.6068
H 2.6675 0.2305 4.0336
H 3.4302 1.8328 3.8706
C 2.5938 3.4104 1.7159
H 3.3165 3.5900 2.5226
H 1.5937 3.6657 2.1098
H 2.8104 4.1140 0.9023
C 2.1389 2.4666 -1.2605
H 2.8681 3.2930 -1.3068
H 1.1401 2.9289 -1.1976
H 2.2008 1.9284 -2.2168
C -0.2933 -2.3434 -2.8731
C 0.0413 -1.6123 -3.9449
C -0.5968 -0.3267 -4.3997
C -2.0478 -0.0595 -3.9287
C -2.1132 0.8297 -2.6558
C -0.9830 0.6741 -1.6909
C -0.7341 -0.6643 -1.0194
C -1.1889 -1.9496 -1.7353
H -0.6170 -0.3331 -5.5048
H -2.5968 -1.0037 -3.8189
H 0.0415 0.5289 -4.1300
H -2.2555 -1.8715 -1.9978
H 0.1189 -3.3529 -2.7871
H 0.8389 -1.9731 -4.6176
H -1.1187 -2.7375 -0.9688
H 0.3480 -0.7699 -0.8117
H -0.0518 1.1704 -2.0011
H -1.2371 -0.7312 0.0065
H -2.5707 0.5043 -4.7223
H -2.0967 1.8705 -3.0258
P -3.5948 0.7769 -1.5910
C -4.5020 -0.7511 -1.7603
C -4.6233 2.1225 -2.2193
P -1.4674 1.8631 0.1487
C -3.1790 1.1821 0.0858
C -1.7370 3.5084 -0.5958
C -1.7060 2.3848 2.0513
H -4.3531 -1.4014 -0.8900
H -4.2501 -1.2965 -2.6774
H -5.5660 -0.4821 -1.8148
H -5.6650 1.8924 -1.9681
H -4.5226 2.2072 -3.3084
H -4.3513 3.0794 -1.7620
H -2.6869 2.8781 2.0587
H -0.9444 3.1167 2.3811
H -1.7693 1.5152 2.7499
H -3.2907 0.2884 0.7209
H -3.8773 1.9572 0.4475
H -1.1685 4.2400 -0.0015
H -2.7957 3.8048 -0.5678
H -1.3645 3.5293 -1.6293
O 0.0677 -1.3702 2.8190
B -0.3588 -1.8203 1.4859
O -0.2833 -3.2063 1.5036
C 0.2370 -3.5996 2.7091
C 0.8806 -4.7964 2.9494
C 1.8680 -4.8040 3.9448
C 2.1332 -3.6700 4.7147
C 1.3820 -2.4962 4.5622
C 0.4710 -2.4979 3.5203
H 0.6672 -5.6628 2.3241
H 2.4439 -5.7145 4.1102
H 2.9319 -3.6826 5.4606
H 1.5423 -1.5745 5.1280
```

E	-2021.3572	Eh
relative energy (zero: lowest compared OMol25 entry of this formula, charge and spin)	0.0	kcal/mol
Kohn-Sham gap	6.59	eV
net charge	+1
multiplicity	1
HOMO	-0.327	hartree

Atomic partial charges in e from the Mulliken method, atoms 1 to 2:
1 La 0.925
2 C 0.823